Record 1
{"formula": "C42H35F10N7O5STi", "method": "the ωB97M-V functional and the def2-TZVPD basis", "elements": ["Ti", "C", "N", "C", "C", "N", "C", "C", "F", "C", "F", "C", "F", "C", "F", "C", "F", "C", "C", "N", "C", "C", "F", "C", "F", "C", "F", "C", "F", "C", "F", "H", "H", "H", "H", "H", "H", "H", "H", "H", "H", "H", "O", "N", "N", "O", "C", "C", "C", "C", "C", "C", "H", "H", "H", "H", "H", "C", "C", "C", "C", "C", "C", "C", "S", "O", "O", "N", "C", "C", "C", "C", "C", "C", "C", "C", "N", "C", "H", "H", "H", "H", "H", "H", "H", "H", "H", "H", "H", "H", "H", "C", "C", "C", "O", "H", "H", "H", "H", "H", "H"], "xyz": [[0.33013, -0.06228, -0.12628], [-0.29158, -2.76014, 2.42788], [-0.29462, -1.31087, 2.34968], [0.82329, -0.74361, 3.09926], [2.13338, -0.86926, 2.33979], [2.22148, -0.03935, 1.12710], [3.12867, 0.96475, 1.19024], [3.43814, 1.72453, 2.31453], [2.63524, 1.66848, 3.40877], [4.48938, 2.61588, 2.37835], [4.67105, 3.39139, 3.46773], [5.41013, 2.69492, 1.30835], [6.52163, 3.44764, 1.45747], [5.20879, 1.98217, 0.18797], [6.14648, 1.96441, -0.77816], [3.95644, 1.22235, -0.08000], [3.19796, 2.03713, -0.95279], [-1.56350, -0.82314, 2.84354], [-1.75734, 0.68032, 2.65291], [-0.89941, 1.25580, 1.62215], [-0.95601, 2.58928, 1.53771], [-1.85804, 3.52054, 2.12046], [-2.90549, 3.12861, 2.90243], [-1.77790, 4.88726, 1.90096], [-2.69049, 5.70009, 2.47560], [-0.80452, 5.44137, 1.10222], [-0.74264, 6.77740, 0.89493], [0.12444, 4.58334, 0.52590], [1.11012, 5.09375, -0.22480], [0.03713, 3.23929, 0.75849], [0.96991, 2.41668, 0.25612], [-0.46318, -3.10275, 3.46446], [0.65347, -3.16421, 2.07554], [-1.08467, -3.15825, 1.79289], [0.92260, -1.23941, 4.08408], [0.63047, 0.31263, 3.27116], [2.27585, -1.90076, 2.00965], [2.95657, -0.64382, 3.02092], [-1.68089, -1.06252, 3.91895], [-2.33966, -1.35076, 2.29794], [-1.56120, 1.18660, 3.60767], [-2.81547, 0.83588, 2.41849], [-1.07887, -0.83551, -1.08912], [-0.94014, -2.05963, -1.58270], [0.12370, -2.64120, -1.01704], [0.77004, -1.97772, -0.03899], [0.56190, -3.86518, -1.43683], [1.72627, -4.43003, -0.88584], [2.17143, -5.65848, -1.33346], [1.49122, -6.35389, -2.33159], [0.34355, -5.78916, -2.88089], [-0.13203, -4.56631, -2.44529], [2.28489, -3.87083, -0.14820], [3.07486, -6.07830, -0.90663], [1.86196, -7.30775, -2.68699], [-0.18452, -6.31215, -3.67100], [-1.01552, -4.11615, -2.87272], [5.53584, -3.67256, -5.84013], [5.02746, -3.07780, -4.54970], [3.67646, -2.78210, -4.39586], [3.20030, -2.24654, -3.20695], [4.07848, -1.99179, -2.16493], [5.42488, -2.27970, -2.30306], [5.89647, -2.81634, -3.49253], [3.40500, -1.36272, -0.56919], [4.28983, 0.07816, -0.80197], [4.22887, -2.17016, 0.36735], [1.39110, -0.05776, -1.62954], [1.24811, 0.81145, -2.61730], [2.12187, 0.99075, -3.71047], [1.80891, 1.86285, -4.74889], [0.62989, 2.58667, -4.78933], [-0.26540, 2.48581, -3.70755], [-1.50154, 3.16580, -3.62134], [-2.28306, 3.02106, -2.50611], [-1.83251, 2.21718, -1.44722], [-0.69833, 1.55894, -1.49852], [0.06728, 1.65349, -2.60774], [4.87915, -4.47480, -6.18106], [6.54138, -4.07626, -5.71495], [5.57112, -2.91584, -6.62849], [2.99162, -2.97225, -5.21570], [2.14951, -2.01148, -3.07644], [6.08758, -2.08779, -1.46748], [6.95261, -3.04139, -3.60652], [3.06119, 0.45389, -3.70021], [2.51625, 1.97570, -5.56500], [0.39633, 3.23599, -5.62533], [-1.81923, 3.79522, -4.44646], [-3.23662, 3.52803, -2.42189], [-2.41616, 2.11439, -0.54089], [-4.58171, -1.62520, -1.37202], [-4.10098, -0.61848, -0.34856], [-4.93639, 0.63590, -0.18399], [-3.14690, -0.84564, 0.34462], [-5.06152, -1.14417, -2.22471], [-5.30708, -2.28627, -0.88929], [-3.73049, -2.21778, -1.70701], [-5.85885, 0.36846, 0.33936], [-5.19697, 1.07560, -1.14747], [-4.39671, 1.36419, 0.41962]], "forces_ev_per_angstrom": [[0.848, 0.572, 0.178], [0.008, -0.031, -0.150], [0.116, 0.168, 0.394], [0.091, -0.018, -0.021], [-0.061, 0.061, 0.021], [-0.195, 0.458, 0.780], [0.124, -0.442, -0.482], [0.058, 0.241, 0.121], [-0.014, 0.006, -0.057], [-0.009, -0.192, 0.135], [0.019, 0.040, -0.068], [0.104, -0.083, -0.086], [-0.071, 0.010, 0.063], [0.222, -0.020, 0.017], [-0.075, 0.067, -0.014], [-0.545, -0.010, 0.031], [0.194, 0.075, -0.049], [-0.032, 0.095, -0.091], [0.115, 0.106, -0.087], [0.016, -0.267, -0.558], [-0.008, 0.181, 0.163], [-0.033, -0.053, -0.003], [-0.010, 0.031, -0.059], [0.008, 0.056, -0.013], [0.005, -0.052, -0.009], [-0.009, 0.070, 0.003], [-0.009, -0.043, 0.004], [0.075, 0.065, -0.020], [-0.020, -0.059, 0.005], [-0.049, -0.224, 0.193], [0.383, 0.279, -0.161], [-0.004, 0.031, 0.014], [-0.020, -0.011, -0.020], [0.030, 0.000, -0.031], [-0.030, -0.024, -0.008], [-0.046, -0.015, 0.027], [0.020, -0.023, 0.034], [0.037, -0.042, -0.024], [-0.022, -0.013, -0.002], [0.003, -0.074, 0.039], [-0.032, 0.012, 0.004], [-0.022, -0.035, 0.125], [-0.353, -0.987, -0.063], [-0.496, -0.290, -0.290], [0.104, -0.057, -0.066], [-0.482, -0.388, -0.087], [0.057, 0.015, 0.037], [0.028, 0.038, 0.068], [-0.073, 0.006, -0.041], [0.051, -0.071, -0.023], [0.052, 0.030, 0.071], [-0.043, 0.034, -0.030], [-0.029, -0.064, 0.059], [0.024, 0.045, 0.001], [-0.015, -0.003, 0.004], [-0.034, 0.016, 0.007], [0.003, -0.031, -0.029], [-0.049, 0.117, 0.064], [0.002, -0.047, -0.037], [0.099, -0.039, 0.056], [-0.090, 0.047, 0.039], [-0.240, 0.274, -0.003], [0.051, 0.015, 0.063], [-0.058, 0.000, 0.016], [1.346, -1.170, -0.691], [-0.108, 0.105, 0.417], [-0.066, 0.371, 0.124], [-0.163, 1.014, 0.311], [-0.219, 0.144, -0.203], [0.019, -0.008, 0.187], [-0.154, 0.050, 0.013], [0.116, 0.001, -0.161], [-0.094, -0.023, 0.219], [0.022, -0.041, 0.058], [-0.031, 0.064, -0.121], [-0.064, -0.078, 0.106], [0.065, 0.112, -0.148], [0.085, 0.068, -0.406], [0.028, -0.013, -0.022], [-0.002, -0.013, -0.022], [0.016, -0.029, -0.024], [-0.032, -0.034, 0.039], [0.006, 0.027, -0.037], [0.008, -0.020, -0.013], [-0.003, -0.008, 0.024], [-0.006, -0.022, -0.062], [0.009, -0.032, 0.003], [-0.009, 0.005, 0.015], [0.003, 0.017, 0.012], [0.012, 0.013, 0.031], [0.033, -0.040, 0.027], [0.185, -0.004, -0.085], [-0.241, -0.103, -0.076], [0.205, 0.105, 0.070], [-0.508, 0.035, 0.268], [-0.035, -0.004, 0.017], [-0.026, 0.008, -0.027], [0.017, 0.007, 0.046], [-0.048, 0.005, -0.078], [-0.028, -0.029, -0.005], [-0.007, -0.030, 0.035]], "nbo_charge": [1.9057, -0.4030, -0.4363, -0.2238, -0.2212, -0.7113, 0.0938, 0.2797, -0.3348, 0.2301, -0.3171, 0.2387, -0.3191, 0.2698, -0.3123, 0.5635, -0.3629, -0.2039, -0.2292, -0.6973, 0.0878, 0.2511, -0.3433, 0.2613, -0.3200, 0.1858, -0.3180, 0.2794, -0.2979, 0.3184, -0.2864, 0.1467, 0.2200, 0.2082, 0.1545, 0.2278, 0.2174, 0.1904, 0.1426, 0.2179, 0.1654, 0.1847, -0.6449, -0.0015, 0.0479, -0.6536, 0.2014, -0.2934, -0.1866, -0.3092, -0.2089, -0.2903, 0.2464, 0.1992, 0.1889, 0.1903, 0.2276, -0.6206, -0.0345, -0.2155, -0.1835, -0.2742, -0.1226, -0.2541, 1.6583, -0.7190, -1.0064, -0.9623, 0.1768, -0.2622, -0.1874, -0.3256, -0.0841, -0.1615, -0.2673, 0.0307, -0.4588, 0.1828, 0.2086, 0.2008, 0.2069, 0.1999, 0.2493, 0.2174, 0.1893, 0.2114, 0.1902, 0.1856, 0.1953, 0.2005, 0.2025, -0.7264, 0.5987, -0.7198, -0.4953, 0.2051, 0.2169, 0.2659, 0.2185, 0.2164, 0.2373], "multiplicity": 3, "homo_ev": [-0.519, -1.575], "molar_mass_g_mol": 987.700, "gap_ha": [0.170, 0.209], "max_force_ha_per_bohr": 0.03719, "energy_ha": -4627.1622, "charge": -2}

Record 2
{"formula": "C42H35N2O2ReS6Se2Te2", "method": "the ωB97M-V functional and the def2-TZVPD basis", "elements": ["Re", "O", "C", "C", "C", "C", "C", "C", "C", "C", "C", "O", "C", "C", "C", "C", "C", "C", "C", "C", "C", "C", "C", "C", "N", "C", "C", "C", "C", "C", "C", "C", "C", "C", "C", "C", "C", "H", "H", "H", "H", "H", "H", "H", "H", "H", "H", "H", "H", "H", "H", "H", "H", "H", "H", "H", "H", "H", "H", "H", "H", "H", "H", "H", "Se", "Te", "Te", "Se", "C", "S", "C", "C", "S", "S", "C", "S", "S", "H", "H", "H", "S", "C", "N", "C", "C", "C", "C", "H", "H", "H", "H", "H"], "xyz": [[-1.99226, -0.55216, -0.43079], [-0.55900, -1.82964, -0.82740], [0.09581, -2.91327, -0.22838], [0.61031, -2.54644, 1.16581], [1.54334, -1.36358, 1.23012], [1.96967, -0.90364, 2.47667], [2.75809, 0.22870, 2.52784], [3.06761, 0.88650, 1.34505], [2.58965, 0.37162, 0.14294], [2.85080, 1.04325, -1.18455], [1.65254, 1.81311, -1.83365], [0.71188, 0.75923, -2.00312], [2.14104, 2.40570, -3.16454], [1.47497, 2.15573, -4.35541], [1.90390, 2.73069, -5.54455], [3.00356, 3.57238, -5.56609], [3.67346, 3.83633, -4.37899], [3.24282, 3.26140, -3.19437], [1.16060, 3.01837, -1.01299], [1.97983, 3.63170, -0.06943], [1.55751, 4.74243, 0.65162], [0.29822, 5.27745, 0.43377], [-0.50991, 4.71007, -0.54279], [-0.07599, 3.61152, -1.26704], [1.88988, -0.76142, 0.10075], [-0.88205, -4.09527, -0.17495], [-1.74496, -4.26806, -1.25578], [-2.65013, -5.31509, -1.28059], [-2.70592, -6.21800, -0.22658], [-1.84243, -6.06252, 0.84566], [-0.93653, -5.00930, 0.86968], [1.26550, -3.33458, -1.13856], [2.28327, -4.16513, -0.68529], [3.32015, -4.54585, -1.52676], [3.35098, -4.10342, -2.84052], [2.33172, -3.28017, -3.30089], [1.29885, -2.90116, -2.45931], [-0.26244, -2.33221, 1.79113], [1.10827, -3.40217, 1.62635], [1.68432, -1.42884, 3.37983], [3.12773, 0.59875, 3.47739], [3.68110, 1.77703, 1.36123], [3.72503, 1.68769, -1.10494], [3.08703, 0.25876, -1.90533], [0.63737, 1.47408, -4.38690], [1.37060, 2.50211, -6.45891], [3.33798, 4.01750, -6.49473], [4.53300, 4.49545, -4.37172], [3.76801, 3.50992, -2.28055], [2.97352, 3.25329, 0.10837], [2.22375, 5.19211, 1.37902], [-0.04094, 6.13753, 0.99780], [-1.48594, 5.12955, -0.75271], [-0.72281, 3.20631, -2.03226], [-1.70006, -3.56437, -2.07879], [-3.31858, -5.42246, -2.12562], [-3.41886, -7.03281, -0.24095], [-1.87705, -6.75684, 1.67640], [-0.28675, -4.90605, 1.72878], [2.28688, -4.52915, 0.33571], [4.10683, -5.18788, -1.14881], [4.16192, -4.39450, -3.49675], [2.34136, -2.91312, -4.32017], [0.52887, -2.23236, -2.81650], [-3.90026, -1.50195, -1.64258], [-4.31757, 0.86131, -0.87381], [-1.26912, -0.45431, -4.53236], [-1.12092, 0.78866, -2.39695], [-5.96258, -1.08747, 2.46663], [-5.23950, 0.32476, 3.32828], [-3.59721, -0.15720, 3.73375], [-2.67678, -0.86171, 3.03838], [-2.90370, -1.75965, 1.54934], [-1.08777, -0.87950, 3.77333], [-1.36997, 0.21841, 5.06009], [-0.20364, 0.78708, 6.08901], [-3.04274, 0.59666, 5.20957], [-7.03794, -0.91613, 2.51914], [-5.71870, -2.01550, 2.97757], [-5.63334, -1.12595, 1.43256], [-0.57347, 0.93165, 0.86724], [-1.32918, 1.98469, 1.96520], [-0.50718, 2.44138, 2.94643], [-0.86518, 3.31595, 3.90992], [-2.13449, 3.80213, 3.94354], [-3.03904, 3.34329, 2.96614], [-2.65785, 2.44984, 2.00315], [0.44079, 2.07730, 2.92499], [-0.09879, 3.57036, 4.62598], [-2.43207, 4.48679, 4.72183], [-4.06571, 3.68765, 2.98220], [-3.35301, 2.06670, 1.26845]], "forces_ev_per_angstrom": [[-0.397, -0.562, 0.551], [-0.049, 0.103, 0.185], [0.121, -0.077, -0.118], [0.074, -0.027, 0.051], [-0.003, -0.006, -0.027], [0.072, -0.026, 0.032], [0.054, -0.016, -0.016], [-0.036, -0.005, 0.003], [-0.003, 0.039, -0.010], [-0.023, -0.059, -0.060], [-0.018, 0.095, 0.056], [-0.132, -0.076, -0.081], [-0.056, 0.013, -0.076], [0.071, -0.131, 0.014], [0.051, 0.030, -0.047], [-0.025, -0.017, 0.000], [0.005, -0.016, 0.022], [0.000, 0.068, 0.039], [0.099, -0.012, 0.098], [-0.038, -0.018, 0.017], [-0.006, -0.004, 0.012], [-0.007, -0.019, 0.006], [0.006, 0.002, 0.030], [-0.039, 0.000, -0.052], [-0.037, 0.027, 0.025], [-0.003, -0.047, 0.031], [0.034, 0.012, -0.025], [-0.002, 0.004, -0.002], [0.014, 0.004, 0.019], [-0.030, -0.018, -0.015], [0.006, 0.017, 0.017], [-0.067, 0.098, -0.087], [-0.018, -0.069, 0.052], [0.008, -0.001, -0.005], [-0.015, 0.008, 0.010], [0.030, -0.001, -0.020], [-0.004, 0.067, 0.077], [0.058, -0.057, -0.085], [-0.016, 0.013, 0.002], [0.058, 0.011, -0.023], [-0.003, -0.003, 0.011], [0.004, -0.006, 0.004], [0.001, 0.074, -0.032], [0.010, 0.011, -0.012], [0.011, 0.029, 0.025], [-0.021, 0.002, 0.000], [0.003, 0.008, -0.007], [0.005, 0.002, -0.002], [-0.004, -0.013, 0.041], [0.014, -0.013, 0.018], [-0.005, -0.009, 0.003], [0.000, 0.007, 0.003], [-0.010, 0.004, -0.007], [0.061, 0.109, 0.042], [-0.005, -0.002, -0.013], [-0.007, 0.002, -0.010], [-0.004, -0.008, 0.000], [0.000, -0.002, 0.007], [-0.004, 0.004, 0.000], [-0.031, -0.010, -0.006], [0.005, -0.006, 0.000], [0.007, -0.003, -0.006], [-0.008, -0.007, -0.009], [-0.031, 0.005, -0.021], [-0.076, -0.097, -0.086], [-0.173, -0.036, -0.107], [-0.105, -0.235, -0.058], [0.424, 0.555, -0.572], [-0.044, -0.030, 0.026], [0.040, -0.046, 0.030], [0.005, 0.054, -0.138], [-0.039, 0.073, -0.139], [0.022, -0.005, -0.018], [-0.071, 0.134, 0.105], [-0.120, -0.328, 0.104], [0.051, 0.029, 0.036], [0.041, 0.117, 0.018], [-0.002, -0.002, -0.013], [0.023, 0.015, 0.010], [0.012, 0.022, -0.008], [0.210, 0.116, 0.145], [-0.077, -0.080, 0.047], [0.026, 0.098, -0.068], [0.108, 0.119, -0.016], [-0.037, -0.071, -0.067], [-0.046, 0.060, 0.018], [0.079, 0.015, -0.031], [-0.003, -0.034, 0.056], [-0.016, -0.009, -0.018], [-0.010, 0.022, -0.001], [-0.002, 0.001, 0.003], [0.051, 0.019, 0.115]], "nbo_charge": [0.5252, -0.7686, 0.2737, -0.5018, 0.2416, -0.2172, -0.2081, -0.2754, 0.2462, -0.4417, 0.1974, -0.7867, 0.0505, -0.2346, -0.2044, -0.2171, -0.2245, -0.2331, 0.0876, -0.2546, -0.2183, -0.2362, -0.2119, -0.2285, -0.4296, -0.0270, -0.2145, -0.1937, -0.2301, -0.2299, -0.1725, -0.0115, -0.1841, -0.2361, -0.2381, -0.1957, -0.2033, 0.2403, 0.2211, 0.2112, 0.2117, 0.2041, 0.2025, 0.2570, 0.2420, 0.2135, 0.2013, 0.2018, 0.2009, 0.2046, 0.2029, 0.2062, 0.2126, 0.2386, 0.2407, 0.2088, 0.2020, 0.2005, 0.1961, 0.1910, 0.1983, 0.1997, 0.2104, 0.2521, -0.1694, -0.1664, -0.4278, 0.5063, -0.7319, 0.2652, -0.4212, -0.3883, -0.1369, 0.5016, -0.5812, -0.1682, 0.4733, 0.2208, 0.2286, 0.2577, -0.0475, 0.1023, -0.4968, 0.0809, -0.2932, -0.1132, -0.2601, 0.4464, 0.2330, 0.2322, 0.2281, 0.2606], "multiplicity": 4, "homo_ev": [-4.122, -4.083], "molar_mass_g_mol": 1391.483, "gap_ha": [0.207, 0.200], "max_force_ha_per_bohr": 0.01755, "energy_ha": -9687.9288, "de_lowest_kcal_mol": 0.0, "charge": -1}